C37H38F48N3O8 | ωB97M-V with the def2-TZVPD basis set

Computed properties:
- Largest force on an atom: 0.1682 hartree/bohr
- Energy above the lowest of the compared OMol25 structures with the same formula, charge and spin: 685.79 kJ/mol
- Net charge: +1
- HOMO level: -0.4789 hartree

```
134
Properties=species:S:1:pos:R:3:forces:R:3:mulliken_charge:R:1
C -3.479 2.860 -0.115 -0.305 0.194 0.224 -0.675
C -2.797 4.295 -0.519 5.858 1.300 2.279 0.850
O -1.595 4.591 0.042 -7.553 -1.790 -3.821 -0.566
O -3.363 5.321 -1.409 1.345 -3.093 0.608 -0.369
C -3.194 4.989 -2.831 -0.459 0.626 -1.528 -0.483
C -1.675 4.568 -3.278 -0.077 -0.085 -1.068 -0.182
C -1.524 3.021 -3.825 2.927 0.512 -0.391 0.980
C -1.244 2.854 -5.461 -0.222 -0.698 -0.867 -0.533
N -2.180 1.686 -5.838 -1.985 2.179 0.344 -0.425
C -3.356 1.973 -4.891 4.105 -2.151 0.664 0.163
N -4.684 2.177 -5.177 1.626 0.203 0.146 -0.257
N -2.616 2.012 -3.545 -1.729 0.206 -0.689 -0.294
H -3.842 2.913 1.018 0.822 0.125 -2.536 0.235
H -4.417 2.583 -0.767 2.048 0.642 1.156 0.285
H -2.644 2.008 -0.134 -1.828 2.124 -0.155 0.169
H -3.457 5.984 -3.437 0.532 -2.090 1.726 0.267
H -4.032 4.207 -3.161 1.963 1.327 0.795 0.174
H -1.366 5.264 -4.198 -0.692 -1.497 2.006 0.548
H -0.849 4.731 -2.466 -2.079 -0.198 -1.376 0.045
H -0.505 2.612 -3.357 -2.548 0.648 -0.831 -0.653
H -0.166 2.519 -5.803 -2.145 1.001 1.043 0.353
H -1.617 3.740 -6.137 0.935 -1.521 1.571 0.276
H -1.756 0.731 -5.643 -1.068 1.387 -0.191 0.378
H -4.960 3.097 -5.623 0.441 -1.962 -0.187 0.305
H -5.397 1.419 -5.009 0.877 1.455 0.607 0.304
H -2.097 1.104 -3.446 -0.972 0.962 -0.225 0.415
C 4.096 1.263 -0.381 0.270 -0.394 1.025 -1.049
C 4.235 0.617 -1.769 -0.569 -0.509 0.608 1.102
C 4.797 1.530 -2.850 0.668 0.041 -1.052 0.172
F 4.024 2.618 -3.068 0.189 -0.316 -0.191 -0.210
F 4.868 0.874 -4.041 -0.084 -0.192 0.327 -0.291
F 3.035 0.090 -2.135 0.152 0.177 -0.175 -0.266
F 5.079 -0.454 -1.631 -0.061 0.678 -0.130 -0.289
O 2.801 1.770 -0.045 -0.211 1.380 -1.508 -0.321
C 2.515 3.082 -0.527 1.625 -0.732 1.857 0.493
C 1.378 3.104 -1.557 -0.430 0.014 -0.192 0.569
F 1.651 2.310 -2.624 -0.240 0.030 0.250 -0.413
F 1.186 4.358 -2.047 0.373 -0.117 0.306 -0.344
F 3.658 3.645 -0.987 -0.946 0.343 0.163 -0.263
F 2.158 3.807 0.568 -0.355 -0.322 -0.900 -0.259
H 4.269 0.464 0.351 -0.233 0.025 -0.284 0.541
H 4.887 1.994 -0.177 -0.209 -0.082 -0.330 0.337
H 5.806 1.867 -2.600 -0.083 -0.090 0.180 0.112
H 0.441 2.760 -1.114 0.105 0.057 0.287 0.252
C -2.661 6.894 3.873 0.519 0.958 0.152 -0.830
C -2.216 5.422 3.849 0.153 0.295 1.153 0.868
C -2.878 4.568 2.777 0.169 -0.509 -0.478 0.553
F -4.222 4.504 2.917 0.249 -0.324 -0.118 -0.206
F -2.431 3.284 2.846 0.224 0.101 0.197 -0.286
F -2.385 4.888 5.089 -0.078 -0.031 -0.496 -0.293
F -0.863 5.416 3.629 -0.476 -0.055 -0.451 -0.300
O -3.680 7.232 4.818 -1.364 -1.143 -0.801 -0.408
C -5.018 6.983 4.390 1.542 1.443 -0.560 0.766
C -5.719 5.902 5.223 -0.385 -0.763 0.499 0.190
F -5.040 4.727 5.197 -0.139 0.576 0.152 -0.199
F -6.963 5.640 4.738 0.352 0.428 -0.140 -0.255
F -5.015 6.710 3.063 -0.677 0.217 0.519 -0.273
F -5.675 8.166 4.524 -0.016 -0.785 0.270 -0.294
H -1.790 7.475 4.199 -0.171 -0.316 0.130 0.450
H -2.887 7.280 2.872 -0.074 -0.346 0.165 0.359
H -2.650 4.942 1.775 0.113 0.163 0.466 -0.266
H -5.815 6.212 6.266 0.092 0.213 -0.105 0.250
C 2.667 -5.049 1.225 0.230 -1.111 0.001 -0.862
C 1.475 -4.158 0.836 -0.151 -0.769 0.675 1.016
C 1.848 -2.822 0.209 -0.137 0.909 -0.494 0.052
F 2.585 -2.046 1.036 -0.424 -0.070 -0.451 -0.311
F 0.730 -2.104 -0.086 -0.170 -0.283 0.015 -0.276
F 0.672 -3.994 1.922 0.229 0.326 -0.282 -0.300
F 0.726 -4.863 -0.070 0.420 0.485 -0.098 -0.334
O 3.080 -4.992 2.593 0.429 1.887 -0.087 -0.376
C 3.959 -3.917 2.922 0.325 -1.850 -1.148 0.713
C 3.334 -2.914 3.900 -0.345 0.664 0.592 0.204
F 2.183 -2.386 3.411 0.289 -0.386 0.230 -0.188
F 4.172 -1.867 4.130 0.070 -0.521 -0.282 -0.266
F 4.399 -3.339 1.779 0.297 0.077 0.827 -0.243
F 5.051 -4.495 3.491 -0.671 0.568 0.150 -0.299
H 2.336 -6.086 1.088 -0.164 0.295 0.174 0.491
H 3.514 -4.941 0.537 -0.256 0.273 0.145 0.314
H 2.404 -2.962 -0.722 0.024 -0.187 0.039 0.331
H 3.106 -3.389 4.857 0.131 -0.187 -0.114 0.258
C -1.685 -5.411 5.417 0.522 0.174 0.957 -0.853
C -1.393 -6.266 4.172 -0.287 -0.848 0.868 0.929
C -1.745 -5.610 2.844 0.301 0.026 -1.069 0.372
F -3.061 -5.315 2.740 0.298 -0.123 -0.252 -0.242
F -1.464 -6.448 1.808 0.156 -0.024 0.316 -0.287
F -2.004 -7.473 4.311 0.105 0.451 -0.285 -0.289
F -0.048 -6.533 4.176 -0.249 0.502 -0.322 -0.284
O -2.921 -5.672 6.088 -1.112 0.524 -1.509 -0.411
C -4.064 -5.014 5.543 1.755 0.677 1.123 0.704
C -5.093 -5.991 4.961 -0.592 -0.658 -0.405 0.238
F -4.552 -6.774 3.992 -0.131 0.209 0.532 -0.202
F -6.130 -5.324 4.384 0.416 0.218 0.302 -0.244
F -3.654 -4.082 4.649 -0.787 -0.088 0.376 -0.247
F -4.618 -4.321 6.574 -0.170 -0.612 -0.558 -0.299
H -0.918 -5.670 6.157 -0.234 -0.210 -0.215 0.467
H -1.537 -4.340 5.234 -0.160 -0.273 -0.225 0.378
H -1.171 -4.693 2.690 -0.070 -0.118 0.234 0.067
H -5.495 -6.646 5.737 0.141 0.159 0.138 0.236
C 10.937 1.628 -3.133 0.383 0.941 0.488 -0.674
C 11.714 0.555 -3.915 0.393 -0.241 1.116 0.847
C 11.053 0.095 -5.207 0.159 -0.687 -1.077 0.099
F 9.838 -0.462 -5.002 0.443 0.068 -0.238 -0.193
F 11.808 -0.860 -5.816 0.097 0.317 0.315 -0.284
F 11.977 -0.493 -3.088 -0.220 0.212 -0.446 -0.269
F 12.937 1.092 -4.226 -0.580 0.022 -0.345 -0.328
O 10.115 1.159 -2.061 -1.406 -1.083 -1.053 -0.397
C 8.819 0.698 -2.439 1.481 1.714 -0.257 0.843
C 8.622 -0.802 -2.187 0.056 -1.124 -0.016 0.217
F 9.546 -1.548 -2.845 -0.322 0.465 0.518 -0.209
F 7.405 -1.217 -2.629 0.259 0.540 0.036 -0.239
F 8.580 1.055 -3.724 -0.662 -0.248 0.742 -0.286
F 7.940 1.412 -1.686 -0.019 -0.558 0.062 -0.354
H 11.689 2.257 -2.641 -0.062 -0.376 -0.018 0.420
H 10.396 2.317 -3.792 0.054 -0.390 -0.009 0.315
H 10.941 0.924 -5.911 0.045 0.134 0.132 0.279
H 8.699 -1.034 -1.122 0.015 0.253 0.024 0.237
C -5.057 -4.280 0.348 0.200 -0.439 1.043 -0.489
C -4.918 -4.926 -1.041 -0.911 -0.721 0.622 0.890
C -4.356 -4.012 -2.122 0.455 -0.161 -1.012 0.110
F -5.129 -2.925 -2.339 0.303 -0.215 -0.244 -0.223
F -4.285 -4.669 -3.312 -0.005 -0.105 0.309 -0.292
F -6.118 -5.453 -1.406 0.436 0.358 -0.146 -0.289
F -4.074 -5.997 -0.902 0.144 0.701 -0.208 -0.296
O -6.352 -3.773 0.684 -0.104 1.491 -1.484 -0.402
C -6.638 -2.461 0.202 1.265 -1.045 1.686 0.728
C -7.775 -2.439 -0.828 -0.639 -0.245 -0.635 0.197
F -7.501 -3.232 -1.895 -0.174 0.212 0.564 -0.205
F -7.967 -1.185 -1.319 0.309 -0.004 0.354 -0.266
F -5.495 -1.898 -0.258 -0.689 0.496 0.142 -0.286
F -6.995 -1.736 1.296 -0.293 -0.217 -0.764 -0.285
H -4.884 -5.079 1.080 -0.205 0.055 -0.313 0.245
H -4.266 -3.549 0.552 -0.199 -0.095 -0.283 0.365
H -3.347 -3.676 -1.871 -0.007 -0.076 0.196 0.264
H -8.712 -2.783 -0.385 0.156 0.018 0.203 0.241
```
Positions in Å, forces in eV/Å.


C46H40N6O4SSeSiTl | ωB97M-V with the def2-TZVPD basis set

Computed properties:
- Largest force on an atom: 0.0287 hartree/bohr
- Energy above the lowest of the compared OMol25 structures with the same formula, charge and spin: 85.50 kJ/mol
- Net charge: -1
- HOMO level: -0.1674 hartree

```
100
Properties=species:S:1:pos:R:3:forces:R:3:mulliken_charge:R:1
Tl -0.080 -0.013 -0.607 0.140 -0.092 0.345 2.053
O -0.598 -4.264 1.292 0.123 0.039 0.213 -0.810
C -0.705 -3.111 0.853 0.176 -0.152 -0.369 -0.376
N 0.119 -2.463 0.034 -0.605 0.738 0.597 0.244
C 1.414 -2.850 -0.192 0.158 -0.497 0.298 0.352
C 2.216 -3.644 0.654 -0.250 0.038 -0.115 -0.884
C 3.516 -3.944 0.301 0.178 0.158 -0.226 -0.569
C 4.071 -3.410 -0.875 -0.044 -0.181 0.305 -0.875
C 3.312 -2.589 -1.680 -0.289 0.120 -0.183 -0.749
C 1.967 -2.329 -1.361 0.626 -0.261 -0.280 0.073
N 1.139 -1.518 -2.100 -0.440 1.404 -0.137 0.262
C 1.156 -1.491 -3.433 -0.105 -0.251 0.110 -0.392
O 1.656 -2.349 -4.168 0.175 0.078 0.034 -0.775
C 0.440 -0.338 -4.107 -0.040 0.097 0.215 0.474
C 0.419 -0.343 -5.494 -0.003 0.004 -0.205 -0.648
C -0.176 0.713 -6.160 0.051 -0.001 -0.059 -0.596
C -0.716 1.747 -5.416 -0.062 -0.008 0.008 -1.307
C -0.658 1.669 -4.036 0.159 -0.270 0.088 -0.134
N -0.105 0.642 -3.379 -0.063 -0.073 -0.164 0.702
C -1.960 -2.350 1.213 0.052 0.083 -0.182 0.526
C -2.806 -2.881 2.176 -0.144 -0.032 0.138 -0.757
C -3.924 -2.158 2.552 0.056 -0.049 0.027 -0.456
C -4.168 -0.937 1.942 -0.010 0.035 -0.058 -1.265
C -3.284 -0.491 0.975 0.125 -0.225 -0.131 -0.444
N -2.198 -1.189 0.613 -0.397 0.496 0.090 0.791
H 1.777 -4.052 1.552 0.014 -0.036 -0.088 0.879
H 4.107 -4.597 0.933 -0.015 0.036 0.000 0.400
H 5.092 -3.652 -1.151 -0.035 0.028 0.013 0.370
H 3.718 -2.160 -2.588 -0.025 -0.082 0.028 0.571
H 0.881 -1.175 -6.006 -0.020 0.042 0.036 0.553
H -0.194 0.741 -7.243 -0.024 -0.027 0.028 0.400
H -1.174 2.609 -5.884 0.046 -0.015 0.020 0.505
H -1.039 2.474 -3.435 0.041 -0.011 0.003 0.422
H -2.553 -3.841 2.605 -0.002 0.042 -0.015 0.587
H -4.588 -2.534 3.322 -0.007 -0.008 -0.026 0.385
H -5.018 -0.323 2.217 0.028 -0.045 -0.030 0.480
H -3.413 0.469 0.493 0.020 -0.127 0.039 0.498
C -1.179 0.481 3.356 -0.042 -0.328 0.049 -0.177
Si -1.174 2.068 2.360 -0.137 0.063 0.129 0.296
C -2.674 3.015 2.975 -0.265 0.270 0.093 -1.292
C 0.347 3.071 2.834 0.385 0.107 -0.108 -1.288
N -1.418 1.795 0.684 0.857 -0.816 -0.700 0.345
C -1.712 2.778 -0.219 -0.091 0.253 0.397 -1.509
C -1.438 4.151 -0.057 0.016 -0.034 0.089 0.667
C -1.855 5.091 -0.984 -0.012 -0.035 0.002 -1.162
C -2.546 4.703 -2.125 0.021 -0.010 0.051 -0.661
C -2.798 3.353 -2.342 -0.199 0.085 -0.009 -0.120
C -2.387 2.431 -1.402 -0.037 -0.293 0.122 0.202
O -2.469 1.055 -1.552 -0.343 -0.336 -0.602 0.891
C -3.463 0.415 -2.262 0.209 0.248 0.176 0.320
C -3.146 -0.828 -2.792 0.054 -0.074 -0.053 0.077
C -4.122 -1.560 -3.452 0.041 0.045 0.032 -0.976
C -5.413 -1.060 -3.581 0.028 0.070 0.059 -0.611
C -5.721 0.176 -3.027 0.069 0.011 0.017 -0.826
C -4.751 0.920 -2.362 -0.173 -0.044 -0.015 -0.490
H -2.180 0.270 3.747 0.105 0.060 -0.019 0.520
H -0.489 0.559 4.207 -0.097 -0.006 -0.080 0.486
H -0.865 -0.369 2.750 -0.060 0.083 0.136 -0.759
H -2.486 3.442 3.971 -0.066 -0.085 -0.150 0.389
H -3.539 2.342 3.052 0.115 0.113 -0.030 0.254
H -2.941 3.834 2.297 0.016 -0.078 0.138 0.381
H 0.878 2.613 3.676 -0.072 0.099 -0.042 0.419
H 0.078 4.096 3.117 0.025 -0.097 -0.036 0.578
H 1.044 3.130 1.986 -0.093 0.010 0.163 0.106
H -0.890 4.461 0.828 -0.008 0.010 -0.131 0.151
H -1.616 6.137 -0.830 -0.028 -0.036 0.020 0.348
H -2.871 5.437 -2.851 0.039 -0.028 -0.007 0.410
H -3.309 3.024 -3.240 0.039 0.013 0.044 0.416
H -2.139 -1.216 -2.671 -0.058 0.017 -0.048 0.424
H -3.866 -2.528 -3.867 -0.012 0.049 0.036 0.465
H -6.174 -1.634 -4.096 0.036 0.032 0.015 0.396
H -6.729 0.570 -3.104 0.055 -0.022 0.008 0.395
H -4.994 1.872 -1.906 0.002 -0.031 -0.053 0.457
O 1.113 -0.367 1.696 0.643 0.410 0.280 -0.366
S 2.169 0.043 2.703 -0.425 -0.105 -0.356 0.134
C 2.695 -1.515 3.399 -0.062 -0.225 0.051 0.764
C 1.656 -2.384 3.716 0.024 -0.031 0.049 -0.316
C 1.949 -3.619 4.275 0.078 0.029 0.048 -0.574
C 3.272 -3.978 4.512 -0.034 0.037 -0.036 -0.519
C 4.302 -3.102 4.188 -0.047 -0.005 0.035 -0.750
C 4.018 -1.861 3.632 -0.031 -0.033 0.055 -0.536
C 3.620 0.490 1.792 0.081 0.050 -0.271 0.469
C 4.059 -0.331 0.755 -0.047 0.021 0.046 0.765
C 5.097 0.112 -0.046 0.034 0.052 0.026 -0.756
C 5.676 1.359 0.184 -0.057 -0.066 -0.005 -0.608
C 5.226 2.169 1.217 -0.012 -0.036 0.035 -0.674
C 4.184 1.736 2.030 0.032 -0.020 0.010 -0.729
H 0.631 -2.106 3.488 0.102 -0.043 0.019 0.153
H 1.143 -4.306 4.506 0.044 0.033 -0.043 0.385
H 3.502 -4.948 4.938 -0.019 0.064 -0.037 0.366
H 5.334 -3.390 4.357 -0.068 0.023 -0.014 0.396
H 4.820 -1.185 3.364 -0.027 -0.022 0.006 0.463
H 3.583 -1.291 0.573 0.053 0.154 0.030 -0.123
H 5.436 -0.512 -0.865 -0.020 0.038 0.039 0.406
H 6.467 1.712 -0.467 -0.020 -0.023 0.028 0.357
H 5.658 3.150 1.371 -0.004 -0.052 0.005 0.373
H 3.796 2.366 2.825 -0.007 -0.034 -0.088 0.378
Se 1.839 2.231 -0.713 -0.254 -0.402 -0.121 -0.064
C 1.215 3.323 -2.053 0.064 0.067 -0.141 0.311
N 0.902 4.042 -2.908 0.078 -0.156 0.289 -0.717
```
Positions in Å, forces in eV/Å.